Entry 1:
Entry from the OMol25 dataset: a molecular structure, C54H50Cl4Ge2O2PdS4 (ωB97M-V/def2-TZVPD).

Structure (XYZ):
```
117
Properties=species:S:1:pos:R:3:lowdin_charge:R:1
Pd -1.092 1.765 1.612 0.50
C -3.422 2.017 -5.193 -0.04
C -3.308 0.782 -4.344 -0.25
C -4.227 0.515 -3.338 0.00
C -4.110 -0.604 -2.525 -0.23
C -5.174 -0.916 -1.510 -0.05
C -3.018 -1.461 -2.708 -0.18
C -2.106 -1.237 -3.745 -0.27
C -0.945 -2.157 -4.007 -0.04
C -2.273 -0.118 -4.548 -0.02
C -2.829 -2.606 -1.773 -0.23
C -3.341 -3.855 -2.098 -0.02
C -3.188 -4.922 -1.229 -0.05
C -2.540 -4.733 -0.021 -0.02
C -2.027 -3.487 0.332 -0.22
C -2.151 -2.420 -0.563 -0.21
Ge -1.488 -0.616 -0.183 0.11
S -3.002 0.750 0.645 0.30
S -0.261 0.331 -1.804 0.39
Ge 1.153 1.002 -0.212 0.10
S 0.641 2.997 0.578 0.30
S 0.212 -0.404 1.342 0.38
C 3.049 0.820 -0.653 -0.21
C 3.978 0.667 0.388 -0.23
C 5.330 0.547 0.093 -0.02
C 5.771 0.588 -1.219 -0.05
C 4.858 0.772 -2.240 -0.02
C 3.497 0.905 -1.975 -0.22
C 2.616 1.203 -3.145 -0.18
C 2.255 2.518 -3.440 -0.21
C 2.639 3.687 -2.573 -0.03
C 1.547 2.776 -4.614 0.00
C 1.228 1.773 -5.509 -0.26
C 0.561 2.086 -6.819 -0.05
C 1.586 0.465 -5.188 -0.02
C 2.265 0.163 -4.020 -0.25
C 2.612 -1.261 -3.689 -0.04
C 3.537 0.630 1.811 -0.17
C 3.202 -0.579 2.416 -0.26
C 3.329 -1.892 1.697 -0.03
C 2.722 -0.570 3.724 -0.02
C 2.568 0.608 4.431 -0.25
C 1.968 0.619 5.807 -0.04
C 2.969 1.799 3.830 0.00
C 3.469 1.829 2.540 -0.23
C 3.976 3.114 1.949 -0.04
C -1.418 -3.353 1.688 -0.17
C -0.129 -3.824 1.935 -0.23
C 0.727 -4.416 0.848 -0.02
C 0.378 -3.747 3.230 -0.02
C -0.353 -3.197 4.269 -0.26
C 0.206 -3.111 5.662 -0.05
C -1.640 -2.741 4.000 0.00
C -2.193 -2.829 2.733 -0.21
C -3.622 -2.416 2.511 -0.03
H -4.227 2.662 -4.845 0.07
H -3.619 1.761 -6.235 0.08
H -2.494 2.590 -5.164 0.08
H -5.054 1.197 -3.178 0.12
H -5.826 -0.058 -1.357 0.08
H -4.757 -1.205 -0.545 0.05
H -5.787 -1.754 -1.853 0.09
H -0.806 -2.887 -3.214 0.08
H -0.025 -1.580 -4.102 0.03
H -1.098 -2.702 -4.941 0.09
H -1.548 0.074 -5.328 0.11
H -3.861 -3.980 -3.038 0.13
H -3.585 -5.895 -1.486 0.11
H -2.435 -5.554 0.677 0.13
H 6.033 0.418 0.906 0.13
H 6.824 0.491 -1.444 0.11
H 5.195 0.840 -3.267 0.13
H 3.335 3.410 -1.784 0.07
H 1.758 4.126 -2.103 0.07
H 3.109 4.464 -3.177 0.09
H 1.277 3.799 -4.843 0.12
H 0.084 3.065 -6.795 0.08
H -0.196 1.344 -7.072 0.07
H 1.290 2.092 -7.631 0.08
H 1.337 -0.337 -5.874 0.12
H 2.145 -1.945 -4.396 0.07
H 2.266 -1.519 -2.686 0.08
H 3.689 -1.432 -3.711 0.08
H 3.619 -1.770 0.656 0.08
H 2.377 -2.423 1.729 0.03
H 4.076 -2.523 2.182 0.10
H 2.435 -1.509 4.181 0.11
H 1.833 -0.393 6.186 0.06
H 0.993 1.107 5.788 0.06
H 2.599 1.164 6.510 0.08
H 2.887 2.728 4.383 0.12
H 3.733 3.957 2.594 0.08
H 3.552 3.308 0.962 0.05
H 5.060 3.077 1.826 0.09
H 0.317 -4.237 -0.143 0.08
H 0.826 -5.495 0.977 0.09
H 1.732 -3.994 0.879 0.06
H 1.374 -4.127 3.427 0.12
H 1.233 -3.470 5.699 0.07
H -0.385 -3.709 6.357 0.08
H 0.189 -2.083 6.024 0.07
H -2.236 -2.329 4.805 0.12
H -4.121 -2.254 3.465 0.08
H -4.171 -3.181 1.960 0.09
H -3.697 -1.488 1.940 0.01
Cl -4.232 7.074 4.835 0.70
C -3.372 5.638 4.459 -0.70
C -2.866 4.833 5.531 -0.69
Cl -3.142 5.334 7.146 0.70
C -2.173 3.679 5.278 -0.62
Cl -1.570 2.689 6.546 0.73
C -1.936 3.256 3.941 -0.35
O -1.288 2.187 3.676 -0.13
C -2.457 4.066 2.842 -0.37
O -2.263 3.691 1.658 -0.13
C -3.177 5.267 3.160 -0.62
Cl -3.765 6.188 1.842 0.75
```

The calculation puts the highest occupied orbital energy (spin up / spin down) at -0.292 / -0.314 Eh. The spin multiplicity is 5. The total energy is -270852.51179 eV. The value obtained for the HOMO-LUMO gap (spin up / spin down) is 8.5 / 5.7 eV.

=====

Entry 2:
Entry from the OMol25 dataset: 9 unconnected molecules or ions with the total composition C54H53F8OPS at a distorted geometry (ωB97M-V/def2-TZVPD).

Structure (XYZ):
```
118
Properties=species:S:1:pos:R:3:lowdin_charge:R:1
C 3.166 -5.645 4.727 -0.18
C 2.844 -4.206 5.452 -0.55
S 1.938 -2.964 4.384 0.70
C 0.302 -3.624 3.759 -0.72
P -0.643 -4.709 5.072 0.81
C -2.328 -5.055 4.252 -0.38
C -3.578 -5.135 5.521 -0.23
C -5.198 -5.240 4.908 -0.03
O -4.537 -3.903 5.602 -0.23
H 2.262 -6.404 4.905 0.06
H 4.155 -6.123 5.169 0.08
H 3.302 -5.586 3.561 0.08
H 3.885 -3.741 5.774 0.08
H 2.227 -4.445 6.441 0.06
H 0.475 -4.335 2.835 0.06
H -0.428 -2.722 3.513 0.06
H 0.150 -5.916 5.154 -0.08
H -2.412 -6.049 3.648 0.08
H -2.672 -4.090 3.690 0.08
H -3.307 -5.781 6.562 0.16
H -6.013 -5.756 5.573 0.10
H -5.311 -4.928 3.782 0.11
F -0.687 0.272 -0.896 0.04
C 0.441 0.278 -0.174 -0.28
C 0.542 -0.542 0.945 -0.01
C 1.719 -0.539 1.694 -0.07
C 2.778 0.293 1.323 -0.08
C 2.665 1.116 0.201 -0.07
C 1.493 1.105 -0.554 -0.02
H -0.294 -1.175 1.223 0.11
H 1.810 -1.182 2.566 0.02
H 3.694 0.298 1.910 0.09
H 3.489 1.765 -0.084 0.11
H 1.392 1.731 -1.434 0.12
F -1.171 -2.408 -4.288 0.05
C -1.887 -1.291 -4.474 -0.28
C -1.854 -0.288 -3.511 -0.01
C -2.595 0.877 -3.707 -0.07
C -3.369 1.023 -4.861 -0.09
C -3.399 0.009 -5.820 -0.08
C -2.650 -1.151 -5.628 -0.02
H -1.253 -0.423 -2.617 0.09
H -2.570 1.670 -2.963 0.10
H -3.950 1.930 -5.011 0.09
H -4.006 0.123 -6.715 0.10
H -2.654 -1.945 -6.368 0.11
F -2.980 4.523 -3.591 0.05
C -3.989 5.172 -4.188 -0.28
C -3.733 6.358 -4.867 -0.01
C -4.782 7.031 -5.493 -0.07
C -6.079 6.516 -5.423 -0.10
C -6.326 5.327 -4.735 -0.08
C -5.275 4.648 -4.119 -0.02
H -2.721 6.748 -4.903 0.09
H -4.591 7.955 -6.033 0.11
H -6.897 7.043 -5.908 0.10
H -7.337 4.930 -4.679 0.11
H -5.448 3.718 -3.588 0.11
F -3.842 -6.770 -6.757 0.06
C -2.698 -6.133 -7.040 -0.29
C -2.148 -6.248 -8.312 -0.02
C -0.959 -5.581 -8.609 -0.09
C -0.329 -4.813 -7.626 -0.10
C -0.887 -4.708 -6.352 -0.09
C -2.081 -5.366 -6.058 -0.02
H -2.647 -6.856 -9.060 0.11
H -0.525 -5.659 -9.602 0.10
H 0.600 -4.297 -7.857 0.10
H -0.392 -4.113 -5.587 0.09
H -2.533 -5.288 -5.075 0.12
F 1.967 5.567 1.589 0.06
C 1.121 5.777 0.571 -0.29
C 1.323 6.864 -0.272 -0.02
C 0.447 7.081 -1.335 -0.08
C -0.630 6.213 -1.536 -0.09
C -0.827 5.128 -0.682 -0.08
C 0.057 4.905 0.374 -0.02
H 2.160 7.532 -0.095 0.11
H 0.600 7.924 -2.005 0.10
H -1.316 6.385 -2.363 0.09
H -1.667 4.456 -0.838 0.10
H -0.077 4.061 1.043 0.12
F 5.095 1.107 3.570 0.05
C 4.335 1.414 4.630 -0.29
C 3.783 0.392 5.394 -0.02
C 2.995 0.711 6.501 -0.08
C 2.760 2.050 6.824 -0.10
C 3.315 3.068 6.048 -0.08
C 4.112 2.749 4.948 -0.02
H 3.969 -0.642 5.123 0.09
H 2.565 -0.080 7.109 0.11
H 2.142 2.298 7.685 0.10
H 3.128 4.109 6.299 0.10
H 4.558 3.528 4.340 0.12
F 2.490 -5.233 8.418 0.05
C 3.618 -5.226 9.140 -0.28
C 3.719 -6.046 10.259 -0.02
C 4.895 -6.043 11.008 -0.08
C 5.954 -5.212 10.637 -0.10
C 5.841 -4.388 9.515 -0.08
C 4.669 -4.400 8.760 -0.02
H 2.882 -6.679 10.537 0.12
H 4.987 -6.686 11.880 0.11
H 6.870 -5.206 11.224 0.10
H 6.666 -3.739 9.230 0.11
H 4.568 -3.773 7.880 0.09
F -0.727 6.945 -5.194 0.04
C -0.384 6.423 -6.379 -0.29
C -0.386 7.232 -7.510 -0.02
C -0.024 6.690 -8.743 -0.08
C 0.324 5.340 -8.834 -0.10
C 0.318 4.534 -7.694 -0.08
C -0.033 5.080 -6.459 -0.01
H -0.667 8.276 -7.422 0.12
H -0.015 7.316 -9.632 0.10
H 0.602 4.916 -9.796 0.10
H 0.585 3.483 -7.768 0.11
H -0.034 4.470 -5.561 0.12
```

Its SMILES is CCSCPC[C@@H]1CO1.Fc1ccccc1.Fc1ccccc1.Fc1ccccc1.Fc1ccccc1.Fc1ccccc1.Fc1ccccc1.Fc1ccccc1.Fc1ccccc1. The calculation puts the highest occupied orbital energy at -0.312 Eh. The spin multiplicity is 1. The total energy is -100761.90500 eV. The value obtained for the HOMO-LUMO gap is 9.2 eV.

=====

Entry 3:
Entry from the OMol25 dataset: 6 unconnected molecules or ions with the total composition C54H54BN8O17P at a distorted geometry (ωB97M-V/def2-TZVPD).

Structure (XYZ):
```
135
Properties=species:S:1:pos:R:3:lowdin_charge:R:1
C -1.049 0.247 -8.249 -0.11
C -1.898 0.915 -7.049 -0.25
N -2.482 -0.064 -6.084 -0.04
C -1.523 -1.087 -5.650 -0.14
C -1.370 -2.485 -6.378 0.01
C -0.365 -3.584 -5.940 -0.01
C 0.552 -3.366 -4.688 -0.10
C 1.611 -4.427 -4.137 -0.03
C 3.081 -4.055 -4.728 -0.31
O 4.141 -4.442 -4.162 0.07
O 3.207 -3.278 -5.961 0.03
C 2.969 -4.251 -7.015 -0.36
C 2.179 -3.802 -8.332 0.01
O 3.383 -5.427 -6.843 0.07
C 0.401 -2.009 -3.941 0.02
C -0.602 -0.873 -4.386 0.05
C -0.663 0.479 -3.500 -0.21
O -0.713 1.615 -4.035 0.03
C -0.602 0.223 -1.902 0.02
C -1.475 1.027 -0.870 0.01
B -2.505 2.222 -1.319 -0.35
O -3.933 2.038 -1.224 0.06
C -2.003 3.664 -1.938 -0.15
C -0.410 3.912 -1.734 -0.13
C -1.310 0.597 0.642 0.02
C -0.331 -0.563 1.092 -0.25
P -0.324 -0.963 2.944 0.85
N -1.952 -1.602 3.324 -0.20
O -0.143 0.445 3.907 -0.35
C 0.573 -1.345 0.053 -0.09
C 1.549 -2.514 0.530 -0.17
C 2.603 -2.098 1.680 -0.31
N 3.133 -0.707 1.584 -0.02
C 0.405 -0.915 -1.458 0.03
C 1.253 -1.675 -2.606 -0.24
O 2.474 -1.958 -2.512 0.05
H -1.644 -0.693 -8.577 0.07
H -1.001 0.933 -9.161 0.08
H -0.013 -0.092 -7.895 0.07
H -1.273 1.735 -6.561 0.10
H -2.798 1.442 -7.556 0.13
H -3.368 -0.465 -6.418 0.12
H -2.065 -2.645 -7.276 0.10
H -0.230 -4.587 -6.485 0.10
H 1.676 -4.303 -2.988 0.13
H 1.379 -5.514 -4.395 0.14
H 2.219 -2.661 -8.499 0.10
H 1.071 -4.075 -8.258 0.07
H 2.666 -4.327 -9.221 0.10
H -4.337 2.586 -0.515 0.10
H -2.622 4.549 -1.547 0.11
H -2.162 3.661 -3.089 0.11
H -0.193 4.315 -0.670 0.09
H -0.033 4.727 -2.465 0.07
H 0.184 2.950 -1.943 0.06
H -1.950 1.186 1.393 0.11
H -2.588 -1.062 2.693 0.03
H -2.031 -2.576 2.962 0.02
H -0.020 0.089 4.826 0.05
H 0.871 -3.341 0.982 0.12
H 2.138 -3.020 -0.307 0.10
H 2.143 -2.314 2.717 0.07
H 3.510 -2.817 1.606 0.12
H 2.390 -0.048 1.853 0.05
H 3.432 -0.585 0.607 0.07
O -4.130 3.582 2.538 0.05
N -3.521 4.473 3.119 -0.35
O -3.198 5.535 2.608 0.08
C -3.151 4.246 4.518 -0.15
C -3.469 3.033 5.126 -0.01
C -3.095 2.813 6.448 -0.07
C -2.414 3.801 7.153 -0.06
C -2.108 5.015 6.544 -0.06
C -2.476 5.243 5.222 0.02
H -4.000 2.255 4.588 0.12
H -3.332 1.869 6.928 0.11
H -2.118 3.624 8.183 0.11
H -1.580 5.781 7.100 0.06
H -2.229 6.192 4.758 0.12
O -5.268 -6.486 2.322 0.08
N -4.659 -5.599 2.902 -0.34
O -4.325 -4.539 2.387 0.06
C -4.300 -5.824 4.307 -0.14
C -4.630 -7.034 4.916 0.00
C -4.268 -7.253 6.241 -0.07
C -3.585 -6.267 6.949 -0.07
C -3.267 -5.057 6.339 -0.06
C -3.623 -4.831 5.014 0.00
H -5.162 -7.809 4.375 0.12
H -4.514 -8.193 6.722 0.11
H -3.299 -6.444 7.981 0.11
H -2.737 -4.292 6.896 0.11
H -3.366 -3.884 4.550 0.10
O 6.060 -7.511 1.691 0.07
N 5.920 -6.707 0.777 -0.35
O 5.911 -5.492 0.921 0.07
C 5.749 -7.237 -0.578 -0.15
C 5.716 -8.616 -0.778 -0.01
C 5.529 -9.115 -2.063 -0.07
C 5.380 -8.240 -3.136 -0.07
C 5.423 -6.863 -2.931 -0.06
C 5.608 -6.356 -1.649 0.01
H 5.831 -9.309 0.049 0.12
H 5.496 -10.187 -2.229 0.11
H 5.228 -8.632 -4.137 0.11
H 5.309 -6.187 -3.770 0.08
H 5.636 -5.281 -1.503 0.12
O -0.292 7.482 7.864 0.08
N -1.338 7.531 8.498 -0.33
O -1.966 6.549 8.874 0.05
C -1.879 8.853 8.822 -0.14
C -1.214 9.996 8.378 0.00
C -1.743 11.249 8.668 -0.06
C -2.924 11.355 9.398 -0.07
C -3.578 10.211 9.846 -0.06
C -3.057 8.953 9.559 0.00
H -0.293 9.927 7.809 0.12
H -1.237 12.144 8.322 0.11
H -3.338 12.335 9.617 0.11
H -4.496 10.300 10.417 0.11
H -3.578 8.070 9.912 0.12
O 2.720 6.104 -2.843 0.07
N 3.628 5.780 -3.596 -0.34
O 4.671 6.405 -3.733 0.07
C 3.452 4.563 -4.393 -0.14
C 2.262 3.842 -4.294 0.01
C 2.090 2.701 -5.070 -0.05
C 3.101 2.285 -5.932 -0.07
C 4.290 3.003 -6.018 -0.07
C 4.471 4.147 -5.248 0.00
H 1.467 4.156 -3.627 0.08
H 1.164 2.137 -5.006 0.08
H 2.960 1.396 -6.540 0.10
H 5.076 2.671 -6.690 0.11
H 5.401 4.699 -5.327 0.12
```

Its SMILES is CCNc1ccc(CC(=O)OC(C)=O)c2c1C(=O)c1c(B(O)CC)cc(P(N)O)c(CCN)c1C2=O.O=[N+]([O-])c1ccccc1.O=[N+]([O-])c1ccccc1.O=[N+]([O-])c1ccccc1.O=[N+]([O-])c1ccccc1.O=[N+]([O-])c1ccccc1. The calculation puts the highest occupied orbital energy at -0.309 Eh. The spin multiplicity is 1. The total energy is -113543.74674 eV. The value obtained for the HOMO-LUMO gap is 7.0 eV.

=====

Entry 4:
Entry from the OMol25 dataset: a molecular structure, C54H56N2NaOS2SbSi at a distorted geometry (ωB97M-V/def2-TZVPD).

Structure (XYZ):
```
118
Properties=species:S:1:pos:R:3:lowdin_charge:R:1
Na 0.196 0.817 0.347 0.13
S 1.902 2.987 1.502 0.89
C 0.472 3.842 0.890 -0.56
N 0.679 4.997 0.036 -0.12
C -0.234 6.023 0.443 -0.19
C -1.642 5.611 0.161 -0.15
N -1.858 4.261 0.688 -0.14
C -3.176 3.747 0.500 -0.19
C -4.210 4.431 1.418 -0.19
C -5.286 5.175 0.956 -0.07
C -6.152 5.797 1.862 -0.12
C -5.950 5.676 3.237 -0.13
C -4.884 4.918 3.721 -0.10
C -4.041 4.302 2.810 -0.04
C -0.776 3.470 1.180 -0.71
S -1.249 2.101 2.201 0.51
C 2.055 5.419 -0.128 -0.19
C 2.176 6.353 -1.297 -0.21
C 2.574 7.691 -1.162 -0.05
C 2.711 8.512 -2.288 -0.11
C 2.505 7.973 -3.565 -0.13
C 2.166 6.633 -3.707 -0.09
C 1.985 5.827 -2.564 -0.02
H -0.016 6.996 -0.043 0.12
H -0.144 6.222 1.517 0.13
H -1.827 5.627 -0.914 0.12
H -2.364 6.273 0.607 0.11
H -3.134 2.685 0.756 0.05
H -3.493 3.846 -0.542 0.11
H -5.484 5.247 -0.103 0.10
H -6.983 6.375 1.451 0.09
H -6.653 6.165 3.931 0.09
H -4.705 4.771 4.791 0.10
H -3.162 3.695 3.100 0.06
H 2.651 4.512 -0.342 0.07
H 2.496 5.863 0.777 0.12
H 2.687 8.091 -0.151 0.11
H 3.027 9.550 -2.197 0.09
H 2.644 8.580 -4.455 0.08
H 2.063 6.171 -4.702 0.10
H 1.692 4.814 -2.641 0.11
C 2.607 -5.131 2.690 -0.07
C 3.598 -4.266 2.027 -0.30
C 4.947 -4.402 2.383 -0.09
C 5.933 -3.638 1.802 -0.13
C 5.605 -2.777 0.777 -0.11
C 4.282 -2.640 0.379 -0.17
C 3.241 -3.367 0.970 -0.24
Sb 1.228 -2.615 0.148 1.49
C 1.788 -3.443 -1.748 -0.34
C 2.186 -4.771 -1.871 -0.14
C 2.689 -5.260 -3.071 -0.10
C 2.699 -4.412 -4.182 -0.11
C 2.416 -3.065 -4.043 -0.06
C 1.975 -2.537 -2.811 -0.32
C 1.725 -1.076 -2.648 -0.10
C -0.006 -4.171 0.912 -0.38
C -0.359 -5.312 0.214 -0.13
C -1.123 -6.343 0.783 -0.09
C -1.554 -6.180 2.080 -0.10
C -1.264 -5.012 2.790 -0.07
C -0.511 -4.015 2.206 -0.37
C -0.220 -2.765 3.011 -0.09
H 3.096 -5.959 3.236 0.08
H 1.936 -5.584 1.931 0.08
H 1.952 -4.600 3.378 0.07
H 5.193 -5.070 3.192 0.09
H 6.986 -3.683 2.143 0.10
H 6.392 -2.179 0.294 0.10
H 4.092 -1.975 -0.441 0.07
H 2.145 -5.435 -1.000 0.10
H 3.012 -6.297 -3.187 0.09
H 3.053 -4.761 -5.130 0.08
H 2.499 -2.417 -4.887 0.09
H 1.714 -0.601 -3.641 0.09
H 2.460 -0.568 -2.040 0.07
H 0.747 -0.920 -2.181 -0.01
H -0.089 -5.388 -0.845 0.08
H -1.402 -7.207 0.174 0.10
H -2.148 -6.969 2.543 0.09
H -1.624 -4.867 3.821 0.11
H -0.617 -2.893 4.015 0.07
H -0.740 -1.885 2.564 0.09
H 0.852 -2.496 3.138 0.07
C 4.493 3.091 -0.314 -0.19
O 3.287 2.500 -0.765 -0.32
C 2.414 1.797 0.171 -0.63
C 3.282 0.863 0.994 -0.24
H 4.363 3.683 0.596 0.05
H 4.830 3.791 -1.106 0.09
H 5.311 2.389 -0.125 0.07
H 3.811 0.187 0.311 0.05
H 2.708 0.272 1.704 0.05
H 4.040 1.419 1.568 0.05
C -5.142 -0.751 1.788 -0.11
C -4.820 0.121 0.753 -0.10
C -3.889 -0.260 -0.218 -0.13
C -3.228 -1.490 -0.183 -0.36
C -3.513 -2.311 0.912 -0.15
C -4.474 -1.988 1.857 -0.10
Si -1.811 -1.951 -1.421 0.68
C -2.305 -3.715 -2.018 -0.35
C -1.470 -4.364 -2.960 -0.14
C -1.676 -5.673 -3.399 -0.11
C -2.688 -6.427 -2.824 -0.15
C -3.524 -5.862 -1.894 -0.12
C -3.340 -4.527 -1.516 -0.11
H -5.901 -0.475 2.493 0.08
H -5.221 1.130 0.736 0.09
H -3.636 0.384 -1.040 0.08
H -2.950 -3.238 0.983 0.08
H -4.693 -2.636 2.697 0.09
H -2.042 -1.186 -2.689 -0.08
H -0.658 -3.789 -3.407 0.09
H -1.012 -6.066 -4.167 0.09
H -2.781 -7.433 -3.175 0.08
H -4.357 -6.436 -1.523 0.09
H -4.057 -4.144 -0.776 0.09
```

The calculation puts the highest occupied orbital energy at -0.044 Eh. The value obtained for the energy above the lowest of the compared OMol25 structures with the same formula, charge and spin is 0.0 kcal/mol. The spin multiplicity is 1. The total energy is -102435.10945 eV. The net charge is -2. The value obtained for the HOMO-LUMO gap is 4.9 eV.